Computed, not measured: a 18-piece molecular cluster, C35H111N27O20 overall, with ωB97M-V/def2-TZVPD.

Each line ends with the Löwdin charge.
Cartesian coordinates (Å):
C  4.3801  0.0540  -0.7947  -0.044
C  3.8668  -0.3215  -2.2376  -0.342
C  2.7797  -1.3952  -2.2910  -0.194
O  2.1608  -1.5722  -3.5956  -0.219
C  3.0411  -2.3441  -4.3811  -0.104
N  3.2452  0.9570  -2.7055  0.036
H  5.2974  0.5197  -0.9429  0.032
H  4.6543  -0.8294  -0.1605  0.091
H  3.6447  0.6946  -0.3073  0.051
H  4.7598  -0.6283  -2.8440  0.140
H  1.8496  -1.1616  -1.6784  0.129
H  3.2151  -2.3457  -1.9236  0.096
H  3.2145  -3.3017  -3.9825  0.061
H  4.0650  -1.8955  -4.4305  0.098
H  2.6255  -2.4316  -5.3734  0.087
H  3.9501  1.6667  -2.6482  0.070
H  3.0835  0.9038  -3.6821  0.071
C  5.4291  -3.1737  4.2197  -0.045
C  3.9250  -3.2489  4.5458  -0.479
C  2.9742  -2.4479  3.6532  -0.138
O  3.1523  -3.0284  2.3085  -0.239
C  2.6737  -2.1299  1.2627  -0.066
N  3.5697  -4.5907  4.7035  0.037
H  5.5078  -3.6024  3.2242  0.063
H  5.9239  -3.7285  4.9961  0.073
H  5.7978  -2.1592  4.0189  0.081
H  3.8640  -2.7922  5.5697  0.146
H  3.1866  -1.3882  3.6407  0.110
H  1.8780  -2.6327  3.8926  0.123
H  2.9657  -2.5327  0.3479  0.027
H  2.9813  -1.0742  1.4154  0.087
H  1.5712  -2.1820  1.2404  0.095
H  3.6326  -5.1271  3.8794  0.052
H  2.6343  -4.7809  5.0970  0.096
C  -1.1676  -0.1768  -6.0700  -0.063
C  -1.6621  -0.9166  -4.8365  -0.317
C  -1.5184  -2.4691  -5.0168  -0.269
O  -2.4745  -2.8352  -5.9095  -0.175
C  -2.3883  -4.2101  -6.2443  -0.091
N  -0.9155  -0.4485  -3.4919  0.061
H  -1.5970  -0.6857  -6.9727  0.091
H  -0.0835  -0.2190  -6.2715  0.081
H  -1.5979  0.8468  -6.1194  0.061
H  -2.6826  -0.8067  -4.7559  0.091
H  -1.6136  -3.0708  -4.1044  0.091
H  -0.4411  -2.7056  -5.3499  0.141
H  -1.3979  -4.3522  -6.5612  0.059
H  -3.0199  -4.4858  -7.1295  0.105
H  -2.6658  -4.9001  -5.4383  0.080
H  -1.0640  0.5702  -3.4527  0.046
H  0.0684  -0.6675  -3.6532  0.038
C  -0.5632  -0.9454  5.1096  -0.044
C  -1.2481  -2.0421  4.2163  -0.395
C  -1.9867  -3.0711  5.0060  -0.225
O  -1.0201  -3.8119  5.7287  -0.192
C  -1.5065  -5.0304  6.2049  -0.121
N  -2.1710  -1.4751  3.1801  0.054
H  -1.2151  -0.6350  5.9202  0.072
H  -0.1921  -0.1166  4.5232  0.053
H  0.3419  -1.4248  5.5678  0.082
H  -0.4504  -2.5200  3.6686  0.114
H  -2.5536  -3.7399  4.3867  0.099
H  -2.7602  -2.6003  5.6704  0.143
H  -0.6530  -5.5537  6.6980  0.101
H  -1.8904  -5.6492  5.3436  0.098
H  -2.3134  -4.8850  6.8957  0.074
H  -2.8019  -0.8956  3.6770  0.033
H  -1.6358  -0.8767  2.5414  0.064
C  -3.0038  -5.7477  1.4124  -0.050
C  -2.6391  -5.0441  0.0425  -0.451
C  -1.4644  -4.0987  0.2576  -0.219
O  -1.0115  -3.3082  -0.8175  -0.167
C  -0.0526  -3.8351  -1.7177  -0.093
N  -2.2408  -5.9901  -0.9401  0.056
H  -2.2030  -6.2613  1.9455  0.065
H  -3.8445  -6.4873  1.2420  0.086
H  -3.4471  -5.0352  2.1500  0.067
H  -3.5333  -4.4933  -0.2988  0.122
H  -0.7322  -4.8249  0.6395  0.125
H  -1.7614  -3.4150  1.0342  0.097
H  -0.5440  -4.4502  -2.4496  0.062
H  0.7179  -4.4626  -1.2668  0.075
H  0.4884  -3.0390  -2.2485  0.073
H  -2.0756  -5.5978  -1.8472  0.051
H  -2.9752  -6.6525  -1.0337  0.065
C  2.6830  2.5993  4.1663  -0.620
O  1.5935  2.6584  4.7648  -0.037
N  2.8593  2.1807  2.8857  0.200
N  3.8775  2.9226  4.8296  0.150
H  3.7814  1.9983  2.5571  0.056
H  2.1068  2.1075  2.2339  0.045
H  4.6863  2.4675  4.4120  0.055
H  3.6970  2.7740  5.7743  0.066
C  -3.5323  4.4732  -5.0847  -0.641
O  -4.6021  4.6688  -5.6795  0.002
N  -2.8955  5.2746  -4.1466  0.156
N  -2.9766  3.2234  -5.1795  0.142
H  -2.4202  4.7954  -3.3943  0.050
H  -3.3687  6.1429  -3.9364  0.103
H  -1.9971  3.0096  -5.0100  0.055
H  -3.4184  2.5879  -5.8264  0.100
C  -0.8445  5.6047  4.8408  -0.688
O  -1.2595  4.9348  3.9202  0.006
N  0.3738  5.4327  5.3921  0.187
N  -1.4496  6.7111  5.3239  0.153
H  0.8861  4.6090  5.0393  0.087
H  0.5088  5.7491  6.3278  0.100
H  -2.4592  6.5441  5.3323  0.120
H  -1.1986  6.8599  6.2781  0.089
C  -4.3806  -3.0530  -2.9244  -0.608
O  -3.8990  -4.0414  -3.4817  -0.004
N  -5.7425  -2.9236  -2.7220  0.173
N  -3.6049  -1.9804  -2.4530  0.159
H  -6.0181  -2.0143  -2.3477  0.078
H  -6.2498  -3.7364  -2.7126  0.066
H  -4.1033  -1.3057  -1.8026  0.076
H  -2.6217  -1.7237  -2.6229  0.067
C  6.3849  2.2527  2.0681  -0.673
O  5.8923  1.5988  2.9795  -0.009
N  7.0407  1.6915  1.0423  0.178
N  6.2332  3.6109  1.9945  0.184
H  7.5514  2.2807  0.4039  0.114
H  7.1780  0.7010  1.0795  0.110
H  5.6474  4.0671  2.6366  0.081
H  6.1153  4.0394  1.1005  0.043
C  0.6136  1.2402  -0.1557  -0.646
O  1.5799  1.7457  0.4226  -0.049
N  -0.5505  1.0758  0.5408  0.196
N  0.6612  0.9804  -1.4721  0.199
H  -0.5316  1.7236  1.3070  0.066
H  -1.3844  1.1516  -0.0314  0.065
H  1.5865  1.0262  -1.9077  0.049
H  -0.1117  0.4995  -1.9122  0.055
C  3.8059  -5.1247  -0.7389  -0.679
O  4.4109  -4.1647  -1.1455  0.033
N  3.1883  -6.0718  -1.4802  0.174
N  3.9227  -5.4799  0.6142  0.159
H  2.4515  -6.5437  -1.0433  0.079
H  3.0972  -5.8437  -2.4427  0.097
H  4.0108  -4.6249  1.1668  0.072
H  3.2980  -6.1882  0.9296  0.078
C  -2.7978  2.0130  2.5617  -0.682
O  -3.2952  1.0255  1.9926  -0.025
N  -1.8516  1.9230  3.5511  0.183
N  -3.0901  3.2296  2.1542  0.201
H  -1.7045  2.7568  4.1145  0.079
H  -2.0198  1.1345  4.1688  0.077
H  -3.5575  3.3809  1.2604  0.086
H  -2.5989  3.9534  2.6363  0.047
C  -1.0392  5.2154  0.1081  -0.644
O  -1.0115  5.2017  -1.1280  -0.015
N  -1.9800  5.9234  0.7531  0.189
N  -0.1750  4.4569  0.7940  0.220
H  -2.4029  6.5556  0.1409  0.092
H  -1.9018  6.1692  1.7623  0.120
H  0.5228  3.9323  0.3374  0.072
H  -0.1226  4.4882  1.8283  0.113
C  4.5698  4.7552  -1.0987  -0.662
O  5.7657  4.8452  -0.7879  -0.013
N  3.6926  3.7423  -0.7261  0.162
N  4.0132  5.6467  -1.9376  0.160
H  2.8196  3.6521  -1.2871  0.093
H  4.1992  2.8873  -0.5243  0.067
H  3.0079  5.7230  -2.0176  0.066
H  4.6446  6.4405  -2.0275  0.118
C  -5.5540  -0.8936  0.3512  -0.591
O  -5.8221  -0.4728  -0.7609  -0.002
N  -6.2749  -0.5341  1.5268  0.118
N  -4.5626  -1.9043  0.6201  0.166
H  -5.5249  -0.1277  2.1373  0.085
H  -6.8939  0.2561  1.2216  0.107
H  -4.1328  -1.9190  1.5507  0.069
H  -3.8280  -2.0209  -0.0776  0.060
C  -3.9873  2.5362  -1.8347  -0.199
C  -5.3226  2.5851  -1.0911  -0.188
O  -5.2004  3.2254  0.2175  -0.101
O  -3.0229  1.6441  -1.2396  -0.075
H  -3.6575  3.5575  -1.8381  0.090
H  -4.1310  2.2794  -2.9186  0.129
H  -5.7536  1.6083  -0.9911  0.074
H  -6.0353  3.2072  -1.6794  0.133
H  -5.5486  2.6096  0.8964  0.087
H  -3.4150  1.3370  -0.4352  0.028
C  0.7993  4.9249  -3.9762  -0.236
C  0.3678  3.5210  -4.0726  -0.229
O  -0.7784  3.1860  -3.2699  -0.127
O  1.2374  5.1789  -2.6700  -0.090
H  0.0511  5.6493  -4.2929  0.124
H  1.6468  4.9908  -4.6655  0.131
H  1.2026  2.9176  -3.6887  0.108
H  0.1549  3.1209  -5.0333  0.108
H  -0.6391  3.5433  -2.3507  0.074
H  0.4984  5.3472  -2.0767  0.039

Properties
Strongest force on any atom: 4.21 eV Å⁻¹
Highest occupied orbital energy: -8.784 eV
Calculated total energy: -4383.73436 Ha